No. 1
DFT (wB97M-V/def2-TZVPD) results for a molecular structure, C43H58BClN14OY.

Cartesian coordinates (Å):
1 Y -0.075 -0.003 0.016
2 Cl -4.983 -5.902 -1.778
3 O -2.053 -1.206 0.105
4 N -3.796 2.162 2.202
5 N -0.257 1.180 -4.892
6 N 1.278 -0.683 -4.704
7 N -1.100 -1.103 -4.968
8 N 1.258 -0.990 5.047
9 N 2.058 -1.525 1.117
10 N 1.544 1.168 -0.532
11 N 0.094 -0.103 3.097
12 N 0.298 -2.519 -0.683
13 N 0.085 -2.357 3.713
14 N -0.263 -0.178 -2.862
15 N -2.583 3.927 2.835
16 N -1.491 1.883 2.085
17 N -1.647 1.562 -0.756
18 C -2.675 -2.218 -0.348
19 C 1.088 -0.642 -3.255
20 C -4.091 0.964 1.454
21 C 1.341 -2.332 5.615
22 C 1.643 -2.951 -0.749
23 C 3.473 -4.201 -1.722
24 C 1.084 0.683 -5.203
25 C 0.886 3.950 -1.105
26 C 3.592 1.341 -1.839
27 C 4.708 -2.415 1.289
28 C 4.219 -1.496 2.166
29 C 2.878 3.908 -2.603
30 C 4.022 -0.027 -1.406
31 C -1.240 0.272 -5.470
32 C -2.719 -4.507 -1.255
33 C 4.359 2.049 -2.752
34 C 1.120 0.041 6.065
35 C -2.493 2.612 2.367
36 C -0.114 2.209 2.357
37 C -3.975 4.312 2.979
38 C 0.259 -1.545 -5.283
39 C -0.439 1.177 -3.439
40 C 4.015 3.327 -3.164
41 C 2.885 -1.057 2.018
42 C -4.104 -2.264 -0.359
43 C -0.610 -2.851 2.556
44 C 3.866 -2.912 0.271
45 C -1.237 -1.071 -3.509
46 C -4.084 -4.502 -1.245
47 C -4.780 -3.367 -0.800
48 C -0.565 -3.459 -0.876
49 C 0.393 1.281 3.448
50 C -1.630 4.543 3.725
51 C 2.372 1.883 -1.308
52 C -1.997 -3.374 -0.833
53 C -4.692 3.294 2.106
54 C 0.970 -3.225 4.445
55 C -2.367 2.420 -1.035
56 C 0.431 -1.037 3.900
57 C 2.081 3.244 -1.688
58 C 4.321 -3.797 -0.737
59 C 2.533 -2.458 0.249
60 C 2.124 -3.782 -1.727
61 B -3.375 3.581 -1.423
62 H 0.287 1.842 -2.969
63 H 0.379 -1.564 -6.371
64 H 5.259 1.580 -3.143
65 H -5.863 -3.377 -0.809
66 H -3.219 4.492 -0.632
67 H 0.093 3.245 2.629
68 H -4.138 5.338 2.643
69 H -3.273 0.259 1.565
70 H 5.058 -0.224 -1.692
71 H 0.083 -3.221 1.797
72 H 1.462 1.010 5.720
73 H -2.243 0.633 -5.230
74 H -4.497 3.113 -1.338
75 H 5.356 -4.117 -0.726
76 H -1.169 3.817 4.401
77 H 1.468 -4.100 -2.529
78 H -3.123 3.932 -2.555
79 H -2.160 5.271 4.342
80 H -2.244 -0.732 -3.252
81 H 0.619 -2.453 6.434
82 H -4.297 4.228 4.028
83 H -0.191 -4.468 -1.086
84 H 1.222 0.691 -6.288
85 H -5.009 0.519 1.851
86 H -5.684 3.045 2.490
87 H 1.823 0.028 -2.822
88 H 3.399 -0.813 -1.849
89 H -4.631 -1.385 -0.012
90 H 2.595 4.918 -2.890
91 H -1.216 -2.060 2.122
92 H -2.181 -5.384 -1.598
93 H 2.342 -2.524 6.002
94 H 1.474 1.438 3.583
95 H 4.620 3.865 -3.883
96 H -1.442 1.532 -3.212
97 H 0.504 2.053 1.457
98 H 4.829 -1.069 2.951
99 H 0.245 4.386 -1.876
100 H -4.781 3.643 1.072
101 H 1.849 -3.511 3.849
102 H 3.823 -4.845 -2.519
103 H -0.838 5.077 3.196
104 H -1.101 -2.084 -3.126
105 H 1.746 -0.248 6.909
106 H -0.108 1.560 4.382
107 H 0.456 -4.135 4.759
108 H 1.828 1.336 -4.740
109 H 2.511 -0.268 2.655
110 H 1.235 -1.644 -2.859
111 H -4.225 1.165 0.387
112 H 3.917 -0.128 -0.325
113 H 0.283 3.252 -0.533
114 H 5.735 -2.758 1.340
115 H 0.087 0.133 6.424
116 H 1.198 4.765 -0.443
117 H 0.395 -2.562 -4.901
118 H -1.121 0.257 -6.557
119 H -1.273 -3.667 2.857

As for the HOMO energy: -2.91 eV. As for the total charge: -1. As for the multiplicity: 1. For the largest force on an atom, the calculation gives 0.0111 Eh/bohr. As for the total energy: -3038.73325 Eh.

Atomic partial charges in e from the Mulliken method, atoms 1 to 2:
1. Y 0.12
2. Cl -0.27

No. 2
DFT (wB97M-V/def2-TZVPD) results for 4 unconnected molecules or ions with the total composition C23H48BBrFN2O8S3.

Cartesian coordinates (Å):
1 Br 2.116 3.197 0.648
2 S -1.832 -6.285 0.378
3 S 1.388 6.701 -0.888
4 S -0.108 0.461 4.678
5 F -1.879 2.128 -0.404
6 O -2.181 -5.637 -0.866
7 O -1.321 0.947 4.069
8 O -0.144 -3.160 -1.710
9 O -2.119 -5.653 1.640
10 O 2.713 6.922 -0.376
11 O 1.139 5.711 -1.912
12 O 1.590 -1.087 -2.666
13 O 0.031 -0.922 5.058
14 N -0.098 -1.916 0.412
15 N -1.027 -0.957 -3.940
16 C -0.670 7.661 0.511
17 C -0.658 -0.036 -2.773
18 C 0.446 -0.623 -1.892
19 C 0.299 1.487 6.086
20 C 1.803 1.709 5.966
21 C -1.940 0.371 -2.036
22 C 0.504 -3.179 0.931
23 C 2.067 1.988 4.479
24 C 1.427 -1.107 -4.058
25 C -1.564 -1.933 0.731
26 C 2.123 2.832 -1.246
27 C 0.134 -1.740 -4.498
28 C 0.929 0.544 -0.988
29 C -1.387 -8.785 -0.271
30 C -2.492 -7.947 0.366
31 C 2.053 1.357 -1.647
32 C 0.687 8.255 -1.430
33 C -2.088 1.876 -1.760
34 C -0.749 8.220 -0.916
35 C -0.097 -6.757 0.314
36 C 1.305 0.929 3.670
37 C 0.243 6.428 0.472
38 C -0.074 -8.292 0.351
39 B 0.040 -1.941 -1.027
40 H 1.699 2.984 4.224
41 H -1.398 2.477 -2.352
42 H 3.033 3.227 -1.682
43 H -1.352 7.558 -1.542
44 H -2.084 -0.143 -1.090
45 H 0.118 1.234 -0.764
46 H 0.417 -6.314 1.162
47 H -0.242 8.415 1.173
48 H -1.545 -9.848 -0.095
49 H -1.785 -2.697 1.470
50 H -1.754 -1.586 -3.604
51 H 1.472 -3.347 0.459
52 H -0.001 0.977 6.998
53 H -1.435 -0.370 -4.666
54 H 3.006 0.883 -1.438
55 H 2.134 2.531 6.598
56 H -1.372 -8.622 -1.351
57 H 1.527 -0.090 -4.457
58 H -0.251 2.421 5.978
59 H 0.947 1.316 2.720
60 H 2.247 -1.678 -4.488
61 H -3.427 -7.958 -0.188
62 H 0.102 -2.766 -4.156
63 H 3.131 1.964 4.247
64 H -2.665 -8.236 1.402
65 H 0.816 6.303 1.386
66 H 2.339 0.809 6.275
67 H -0.947 -3.118 -2.246
68 H -2.169 -2.180 -0.147
69 H 0.087 -1.697 -5.582
70 H 0.795 -8.681 -0.177
71 H 1.297 3.344 -1.723
72 H 1.260 9.052 -0.958
73 H -0.264 0.864 -3.244
74 H -0.312 5.517 0.258
75 H 1.267 0.164 -0.030
76 H -1.654 7.405 0.900
77 H -1.886 -0.979 1.141
78 H -0.138 -4.012 0.660
79 H 1.896 1.406 -2.722
80 H 1.909 0.040 3.504
81 H 0.604 -3.143 2.010
82 H -0.009 -8.634 1.385
83 H -1.203 9.209 -0.940
84 H 0.315 -6.366 -0.615
85 H 0.767 8.327 -2.512
86 H -3.113 2.178 -1.970
87 H -2.789 0.096 -2.667

As for the HOMO energy: -11.32 eV. As for the total charge: +1. As for the multiplicity: 1. For the largest force on an atom, the calculation gives 0.0222 Eh/bohr. As for the total energy: -5509.64448 Eh.

Atomic partial charges in e from the Mulliken method, atoms 1 to 2:
1. Br -0.17
2. S 1.20

No. 3
DFT (wB97M-V/def2-TZVPD) results for 12 unconnected molecules or ions with the total composition H23O12.

Cartesian coordinates (Å):
1 O 2.584 -3.673 1.982
2 O 1.658 0.114 -1.089
3 O -0.735 2.797 -2.532
4 O -3.823 1.866 1.412
5 O -0.296 -2.276 -4.053
6 O 1.110 0.534 1.432
7 O 0.931 -3.221 -1.927
8 O 3.583 -0.105 3.709
9 O 1.408 -2.198 3.636
10 O -2.016 1.252 -0.893
11 O -4.180 2.461 -2.189
12 O -0.308 2.408 0.699
13 H 0.016 3.222 0.307
14 H 3.950 -0.066 2.822
15 H 2.143 -2.813 2.011
16 H 1.884 1.106 1.507
17 H -2.915 1.983 1.116
18 H -3.321 2.838 -2.403
19 H -4.274 2.660 1.118
20 H -1.235 2.110 -2.969
21 H -0.564 -1.355 -4.097
22 H -0.650 2.483 -1.623
23 H 1.061 0.868 -0.972
24 H 1.298 -2.352 -2.142
25 H 1.168 -1.258 3.629
26 H -1.720 1.882 -0.187
27 H 0.713 -2.615 3.116
28 H 1.567 -0.195 -0.153
29 H -1.808 0.389 -0.530
30 H -4.036 1.841 -1.467
31 H 3.242 -1.005 3.738
32 H -0.782 -2.698 -3.338
33 H 1.038 -3.689 -2.756
34 H 2.875 -3.925 1.105
35 H 0.471 1.362 1.131

As for the HOMO energy: -6.30 eV. As for the total charge: -1. As for the multiplicity: 1. For the largest force on an atom, the calculation gives 0.0208 Eh/bohr. As for the total energy: -916.72041 Eh. As for the energy above the lowest of the compared OMol25 structures with the same formula, charge and spin: 64.00 kcal/mol.

Atomic partial charges in e from the natural (NBO) method, atoms 1 to 2:
1. O -0.98
2. O -1.01

No. 4
DFT (wB97M-V/def2-TZVPD) results for C7H13NO in the gas phase.

Cartesian coordinates (Å):
1 O -2.038 0.503 -1.036
2 N 0.826 0.193 1.330
3 C -0.178 0.736 0.404
4 C -1.587 0.136 0.279
5 C -0.018 2.162 0.163
6 C 2.106 -0.184 -0.782
7 C -1.392 -1.361 0.442
8 C 0.808 -0.344 -0.036
9 C 0.003 -1.662 -0.166
10 H -2.238 -1.901 -0.046
11 H -2.397 0.420 0.940
12 H -1.240 0.407 -1.635
13 H -1.242 -1.535 1.550
14 H 2.936 -0.921 -0.468
15 H 1.061 2.379 0.234
16 H 2.470 0.910 -0.678
17 H 0.669 -2.411 0.422
18 H -0.348 2.632 -0.887
19 H 0.320 -0.402 2.027
20 H 0.002 -1.968 -1.189
21 H 2.062 -0.384 -1.878
22 H -0.588 2.594 1.010

As for the HOMO energy: -9.54 eV. The SMILES is C[C@]12CC[C@H](O)[C@@]1(C)N2. As for the multiplicity: 1. For the largest force on an atom, the calculation gives 0.0572 Eh/bohr. As for the total energy: -404.45662 Eh. As for the energy above the lowest of the compared OMol25 structures with the same formula, charge and spin: 44.46 kcal/mol.

Atomic partial charges in e from the natural (NBO) method, atoms 1 to 2:
1. O -0.71
2. N -0.60